[1]
A 9-piece molecular cluster, C27H72O9 overall in a non-equilibrium geometry. Source: OMol25; level of theory: the ωB97M-V functional and the def2-TZVPD basis.

Charge: 0
Orbital gap, hartree: 0.3737
Energy relative to the best compared isomer or geometry (same formula, charge and spin), kcal per mole: 101.7
SMILES string: CC(C)O.CC(C)O.CC(C)O.CC(C)O.CC(C)O.CC(C)O.CC(C)O.CC(C)O.CC(C)O

Structure (XYZ):
```
108
Properties=species:S:1:pos:R:3:mulliken_charge:R:1
C 4.419 -4.205 0.694 -1.457
C 3.460 -3.039 1.003 0.587
C 4.198 -2.206 2.024 -1.054
O 3.307 -2.300 -0.151 -0.477
H 5.331 -3.893 0.185 0.287
H 4.003 -5.116 0.264 0.361
H 4.837 -4.612 1.615 0.418
H 2.484 -3.472 1.224 0.376
H 5.201 -1.983 1.659 0.395
H 4.258 -2.759 2.961 0.508
H 3.671 -1.345 2.436 -0.114
H 4.010 -1.654 -0.249 0.199
C 5.704 -1.493 -2.750 -1.520
C 5.551 -0.080 -2.073 0.342
C 4.431 0.736 -2.781 -1.092
O 5.203 -0.209 -0.727 -0.564
H 5.850 -1.323 -3.817 0.413
H 4.798 -2.084 -2.617 0.310
H 6.553 -2.099 -2.431 0.393
H 6.542 0.366 -2.158 0.372
H 4.375 1.706 -2.288 0.307
H 3.443 0.277 -2.792 0.132
H 4.658 0.953 -3.825 0.513
H 5.419 0.681 -0.438 0.254
C 2.738 3.722 2.106 -1.008
C 3.692 2.786 2.844 0.177
C 3.481 1.407 2.260 -0.638
O 4.970 3.210 2.503 -0.532
H 2.751 3.636 1.019 0.250
H 2.938 4.762 2.361 0.364
H 1.728 3.560 2.482 0.157
H 3.568 2.701 3.924 0.398
H 2.490 1.026 2.506 0.381
H 4.239 0.789 2.742 0.325
H 3.473 1.342 1.172 -0.305
H 5.232 3.802 3.211 0.347
C -6.709 1.762 0.940 -1.457
C -5.573 2.097 0.045 0.814
C -4.947 0.827 -0.590 -0.733
O -5.927 2.823 -0.983 -0.518
H -7.572 1.358 0.411 0.402
H -7.005 2.652 1.495 0.386
H -6.575 0.979 1.686 0.316
H -4.770 2.632 0.551 0.000
H -3.968 1.019 -1.027 0.181
H -5.649 0.369 -1.286 0.405
H -4.687 0.223 0.279 -0.076
H -6.512 3.543 -0.736 0.327
C -4.057 -4.707 3.354 -1.515
C -3.506 -3.571 2.477 0.597
C -4.521 -2.568 1.967 -0.771
O -2.680 -2.730 3.142 -0.470
H -4.373 -4.275 4.303 0.344
H -3.260 -5.399 3.625 0.359
H -4.979 -5.151 2.978 0.359
H -3.051 -4.137 1.663 0.199
H -5.144 -2.290 2.817 0.381
H -5.086 -3.083 1.190 0.435
H -4.033 -1.702 1.519 -0.258
H -1.783 -3.066 3.074 0.304
C -2.540 -3.664 -2.341 -1.176
C -3.308 -3.769 -3.724 0.426
C -3.586 -2.380 -4.298 -1.169
O -2.465 -4.384 -4.663 -0.561
H -1.480 -3.410 -2.334 0.352
H -2.748 -4.543 -1.731 0.485
H -3.093 -2.992 -1.685 0.180
H -4.239 -4.328 -3.628 0.247
H -4.439 -1.999 -3.737 0.285
H -3.843 -2.338 -5.356 0.359
H -2.659 -1.841 -4.099 0.258
H -2.284 -5.265 -4.328 0.318
C 1.315 0.692 -0.988 -1.262
C 0.354 0.317 0.179 1.650
C -0.996 -0.228 -0.170 -1.256
O 1.016 -0.674 0.909 -0.360
H 2.360 0.846 -0.720 -0.053
H 1.067 1.693 -1.342 0.248
H 1.268 -0.162 -1.664 0.555
H 0.314 1.215 0.795 -0.093
H -1.555 -0.472 0.734 0.223
H -0.870 -1.079 -0.839 0.052
H -1.634 0.560 -0.568 0.221
H 1.699 -1.083 0.373 0.147
C -0.881 1.629 3.374 -0.617
C -2.052 2.189 4.272 0.184
C -3.409 1.931 3.662 -1.118
O -1.914 1.536 5.478 -0.617
H 0.129 1.593 3.782 0.275
H -0.879 2.252 2.480 0.213
H -1.147 0.611 3.089 0.089
H -1.918 3.259 4.429 0.385
H -4.303 2.062 4.271 0.411
H -3.488 0.931 3.236 0.177
H -3.478 2.579 2.789 0.267
H -2.465 0.750 5.492 0.340
C 2.564 4.558 -4.801 -1.244
C 1.316 4.251 -3.923 0.368
C 1.096 2.749 -3.766 -0.416
O 1.621 4.782 -2.654 -0.563
H 2.556 4.208 -5.833 0.361
H 3.413 4.092 -4.300 0.230
H 2.853 5.602 -4.922 0.332
H 0.429 4.765 -4.293 0.314
H 1.968 2.183 -3.437 -0.319
H 0.865 2.329 -4.745 0.489
H 0.289 2.595 -3.050 0.232
H 2.538 4.659 -2.397 0.335
```

***

[2]
C27H78AsF6N12O9 as an isolated structure in a non-equilibrium geometry. Source: OMol25; level of theory: the ωB97M-V functional and the def2-TZVPD basis.

2S+1: 2
Charge: -2
Orbital gap (alpha / beta), hartree: 0.0904 / 0.2318

Structure (XYZ):
```
133
Properties=species:S:1:pos:R:3:mulliken_spin:R:1
As -0.556 0.738 -0.757 0.697
F 1.178 1.191 -0.902 0.063
F -0.214 -0.043 0.785 -0.056
F -2.256 0.157 -0.499 0.132
F -1.017 1.350 -2.418 -0.040
F -0.142 -0.829 -1.571 0.057
F -0.880 2.351 -0.060 -0.093
C -3.465 5.036 0.007 0.033
O -4.006 6.074 -0.063 -0.005
N -2.371 4.880 0.574 -0.017
N -3.910 3.889 -0.377 -0.003
H -2.006 5.654 1.111 0.005
H -1.846 4.018 0.536 0.020
H -4.648 4.046 -1.049 -0.002
H -3.518 2.983 -0.162 -0.006
C 1.378 2.950 -4.700 0.029
O 0.633 3.150 -5.627 -0.009
N 1.031 2.470 -3.552 -0.021
N 2.699 2.985 -4.767 0.003
H 0.059 2.219 -3.446 0.016
H 1.667 2.386 -2.772 0.017
H 3.138 3.544 -5.485 -0.002
H 3.132 2.730 -3.891 -0.002
C 1.245 -4.226 -1.110 0.006
O 0.880 -4.243 -2.292 0.000
N 1.513 -5.302 -0.390 -0.001
N 1.609 -3.208 -0.429 -0.004
H 1.795 -5.265 0.579 0.000
H 1.296 -6.220 -0.751 -0.001
H 1.563 -2.324 -0.917 0.017
H 1.802 -3.293 0.558 0.002
C 5.270 -0.737 0.041 -0.002
C 4.375 0.000 0.984 -0.017
C 5.068 0.107 2.379 0.005
O 5.046 -1.013 3.157 0.001
C 6.099 -1.260 4.064 0.001
N 4.045 1.318 0.453 0.009
H 6.059 -0.104 -0.364 0.001
H 4.745 -1.111 -0.838 -0.001
H 5.723 -1.569 0.580 0.000
H 3.430 -0.539 1.043 0.029
H 4.581 0.963 2.846 0.001
H 6.057 0.423 2.048 0.001
H 5.857 -2.186 4.585 0.000
H 6.286 -0.522 4.844 0.000
H 7.031 -1.587 3.602 0.000
H 3.515 1.179 -0.395 0.024
H 3.427 1.821 1.074 -0.018
C 0.073 -1.980 -6.707 0.000
C 0.421 -1.174 -5.487 0.010
C -0.751 -0.133 -5.339 -0.066
O -1.998 -0.825 -5.036 -0.003
C -3.058 -0.360 -5.913 0.005
N 0.678 -1.939 -4.234 -0.004
H 1.059 -2.213 -7.109 -0.001
H -0.290 -1.298 -7.475 0.000
H -0.596 -2.824 -6.539 0.001
H 1.245 -0.532 -5.798 0.004
H -0.611 0.624 -6.111 -0.002
H -0.591 0.470 -4.445 0.036
H -4.087 -0.707 -5.824 0.001
H -2.704 -0.540 -6.929 0.000
H -3.185 0.707 -5.728 -0.001
H 0.864 -1.260 -3.510 0.013
H 1.665 -2.058 -4.415 0.002
C 2.212 4.481 0.042 0.029
C 2.273 4.122 1.551 -0.024
C 1.564 5.144 2.431 0.011
O 0.291 5.438 1.953 -0.001
C -0.433 6.227 2.911 0.003
N 1.629 2.861 1.728 0.024
H 1.162 4.567 -0.239 0.004
H 2.746 3.677 -0.464 0.012
H 2.606 5.492 -0.065 -0.002
H 3.291 4.202 1.933 -0.005
H 2.055 6.114 2.509 0.001
H 1.586 4.684 3.419 0.000
H -1.474 6.390 2.631 0.001
H 0.060 7.188 3.059 0.000
H -0.394 5.726 3.878 0.000
H 1.485 2.402 0.840 -0.007
H 0.677 3.139 1.920 0.018
C -2.486 -3.224 -0.569 0.018
C -3.047 -2.966 -1.977 -0.008
C -4.233 -1.977 -1.857 0.002
O -5.074 -2.113 -3.170 0.001
C -6.046 -1.086 -3.285 0.001
N -1.999 -2.445 -2.905 0.002
H -2.022 -2.376 -0.066 0.001
H -1.608 -3.856 -0.707 0.001
H -3.191 -3.825 0.006 0.001
H -3.345 -3.929 -2.391 -0.001
H -3.915 -0.983 -1.545 0.029
H -4.884 -2.289 -1.041 -0.001
H -6.678 -1.215 -4.163 0.000
H -5.497 -0.144 -3.274 0.001
H -6.888 -1.166 -2.597 0.000
H -1.638 -1.594 -2.497 -0.035
H -2.509 -2.087 -3.699 -0.002
C -3.397 -1.136 5.256 0.000
C -3.450 -1.624 3.829 -0.003
C -3.368 -0.449 2.850 0.018
O -4.578 0.287 2.724 -0.002
C -4.421 1.201 1.669 0.012
N -2.483 -2.678 3.578 0.002
H -4.230 -0.477 5.502 0.000
H -2.436 -0.662 5.454 0.000
H -3.665 -2.019 5.835 0.000
H -4.406 -2.126 3.683 0.000
H -3.070 -0.813 1.867 0.012
H -2.501 0.077 3.249 0.003
H -4.448 0.640 0.735 0.009
H -3.568 1.875 1.601 -0.001
H -5.368 1.724 1.803 0.000
H -1.555 -2.292 3.472 -0.002
H -2.707 -3.067 2.674 0.000
C 0.939 -1.150 5.078 -0.002
C 1.413 -1.637 3.684 -0.024
C 2.400 -2.863 3.735 -0.001
O 2.435 -3.565 2.478 -0.001
C 3.706 -4.203 2.332 0.001
N 0.083 -1.892 3.041 0.009
H 0.470 -1.941 5.663 0.000
H 0.266 -0.297 4.990 0.001
H 1.685 -0.841 5.810 0.000
H 1.969 -0.815 3.233 0.015
H 2.061 -3.561 4.501 0.001
H 3.381 -2.435 3.938 0.000
H 3.976 -4.602 3.310 0.000
H 4.410 -3.449 1.980 0.000
H 3.566 -4.995 1.595 0.000
H -0.194 -1.116 2.456 0.012
H 0.273 -2.673 2.430 -0.001
```

***

What is the formula in the second record?
C27H78AsF6N12O9